Record 1
A 2-piece molecular cluster, C3H5ClO2P overall, computed with ωB97M-V/def2-TZVPD.

The value obtained for the molecular weight is 139.5 g mol⁻¹. The calculation puts the highest occupied orbital energy (alpha / beta) at -0.165 / -0.099 Eh. The relative energy (zero: lowest compared OMol25 entry of this formula, charge and spin) comes out at 100.3 kcal per mole. The spin multiplicity is 1. Its charge is -1. The gap between HOMO and LUMO (alpha / beta) is 8.0 / 5.9 eV.

XYZ file:
```
12
Properties=species:S:1:pos:R:3:mulliken_charge:R:1
C -2.88 -0.85 0.06 -0.4239
C -1.99 0.07 -0.21 -0.5030
C 1.87 1.13 0.03 -0.4387
O 1.81 -1.34 1.29 -0.6054
O 1.82 -1.34 -1.27 -0.5990
P 1.42 -0.71 0.00 0.6336
Cl 3.60 1.16 -0.35 -0.2139
H -3.94 -0.65 0.27 0.2399
H -2.61 -1.90 0.09 0.1839
H -2.17 1.14 -0.23 0.1654
H 1.74 1.55 1.03 0.2825
H 1.33 1.72 -0.71 0.2785
```

---

Record 2
One molecule with the formula C5H10O2, computed with ωB97M-V/def2-TZVPD.

The value obtained for the molecular weight is 102.1 g mol⁻¹. The calculation puts the highest occupied orbital energy at -0.340 Eh. The relative energy (zero: lowest compared OMol25 entry of this formula, charge and spin) comes out at 65.9 kcal per mole. The spin multiplicity is 1. Its charge is 0. The gap between HOMO and LUMO is 10.1 eV. The SMILES is CCC(=O)COC.

XYZ file:
```
17
Properties=species:S:1:pos:R:3:mulliken_charge:R:1
C -2.47 0.04 -1.10 -1.0750
C -0.94 0.17 -0.79 0.0376
C -0.70 0.18 0.65 0.3395
O -1.44 0.76 1.42 -0.6283
C 0.56 -0.50 1.11 -0.4700
O 1.54 -0.81 0.14 -0.3404
C 2.66 0.06 0.16 -0.6684
H -2.97 1.00 -1.15 0.2819
H -2.69 -0.53 -2.02 0.3341
H -2.95 -0.51 -0.27 0.2954
H -0.30 -0.45 -1.42 0.3292
H -0.29 1.13 -0.58 0.1098
H 0.94 0.07 1.96 0.3487
H 0.13 -1.44 1.44 0.2679
H 2.38 1.09 -0.09 0.2896
H 3.36 -0.31 -0.60 0.2371
H 3.16 0.05 1.14 0.3114
```

---

Record 3
C2H4Cd as an isolated structure, computed with ωB97M-V/def2-TZVPD.

The value obtained for the molecular weight is 140.5 g mol⁻¹. The calculation puts the highest occupied orbital energy (alpha / beta) at -0.287 / -0.253 Eh. The relative energy (zero: lowest compared OMol25 entry of this formula, charge and spin) comes out at 0.0 kcal per mole. The spin multiplicity is 1. Its charge is 0. The gap between HOMO and LUMO (alpha / beta) is 7.2 / 6.5 eV.

XYZ file:
```
7
Properties=species:S:1:pos:R:3:mulliken_charge:R:1
C -0.56 0.22 -0.21 -0.6437
C 0.67 -0.47 0.19 -0.6167
H -0.57 1.32 -0.17 0.2971
H -1.47 -0.11 0.33 0.2208
H 0.47 -1.35 0.83 0.4503
Cd 2.46 0.36 0.45 0.1106
H -1.00 0.03 -1.43 0.1815
```

---

Q: What is the formula in the first record?
A: C3H5ClO2P